{"formula": "C46H39CeClN3P2", "method": "wB97M-V/def2-TZVPD", "elements": ["Ce", "Cl", "P", "P", "C", "C", "C", "C", "C", "C", "C", "C", "C", "C", "C", "H", "H", "H", "H", "H", "C", "C", "C", "C", "C", "H", "H", "H", "H", "H", "C", "C", "C", "C", "C", "H", "H", "H", "H", "H", "C", "C", "C", "C", "C", "H", "H", "H", "H", "H", "C", "C", "C", "C", "C", "H", "H", "H", "H", "H", "C", "C", "C", "C", "C", "H", "H", "H", "H", "H", "H", "H", "N", "C", "C", "C", "C", "C", "C", "C", "N", "C", "C", "N", "C", "H", "H", "H", "H", "H", "H", "H"], "positions_angstrom": [[-0.061, -0.175, -1.385], [-0.036, -0.020, -4.060], [-0.050, 2.754, -1.256], [-0.064, -2.965, -1.043], [0.036, 3.657, 0.338], [-1.569, 3.326, -2.096], [1.404, 3.294, -2.195], [1.549, -3.672, -1.508], [-0.586, -3.814, 0.474], [-1.318, -3.322, -2.311], [1.189, 4.359, 0.756], [1.265, 4.882, 2.054], [0.224, 4.727, 2.967], [-0.924, 4.061, 2.534], [-1.029, 3.549, 1.248], [1.979, 4.537, 0.038], [2.148, 5.449, 2.337], [0.305, 5.128, 3.975], [-1.749, 3.914, 3.233], [-1.932, 3.024, 0.931], [2.655, 2.706, -1.917], [3.755, 3.061, -2.700], [3.613, 3.967, -3.769], [2.368, 4.556, -4.036], [1.267, 4.214, -3.247], [2.765, 1.966, -1.114], [4.735, 2.636, -2.480], [4.472, 4.239, -4.381], [2.250, 5.286, -4.842], [0.288, 4.645, -3.444], [-2.114, 4.582, -1.795], [-3.340, 4.977, -2.340], [-4.039, 4.093, -3.174], [-3.481, 2.854, -3.511], [-2.231, 2.481, -3.015], [-1.561, 5.243, -1.122], [-3.732, 5.966, -2.102], [-5.013, 4.386, -3.557], [-4.027, 2.176, -4.170], [-1.760, 1.549, -3.353], [-1.903, -4.258, 0.647], [-2.386, -4.663, 1.890], [-1.542, -4.618, 3.023], [-0.224, -4.159, 2.837], [0.275, -3.813, 1.586], [-2.552, -4.293, -0.219], [-3.397, -5.023, 2.000], [-1.908, -4.942, 3.994], [0.419, -4.061, 3.712], [1.313, -3.484, 1.467], [2.482, -2.907, -2.248], [3.738, -3.453, -2.511], [4.076, -4.738, -2.068], [3.134, -5.502, -1.369], [1.878, -4.967, -1.087], [2.216, -1.907, -2.628], [4.465, -2.873, -3.080], [5.059, -5.150, -2.262], [3.360, -6.511, -1.037], [1.132, -5.539, -0.528], [-1.090, -4.357, -3.232], [-1.996, -4.611, -4.263], [-3.118, -3.779, -4.400], [-3.358, -2.755, -3.468], [-2.483, -2.534, -2.389], [-0.187, -4.953, -3.120], [-1.823, -5.451, -4.941], [-3.806, -3.968, -5.231], [-4.243, -2.123, -3.595], [-2.681, -1.764, -1.619], [2.826, -0.138, -4.008], [2.125, -0.159, -4.321], [-0.252, 1.166, 10.097], [-0.197, 0.922, 8.956], [-0.123, 0.666, 7.520], [-1.163, 1.051, 6.655], [-1.075, 0.843, 5.268], [0.061, 0.235, 4.729], [1.074, -0.194, 5.580], [0.968, 0.014, 6.947], [0.177, 0.055, 3.337], [1.291, -0.477, 2.685], [1.019, -0.394, 1.338], [-0.277, 0.035, 1.171], [-0.737, 0.347, 2.390], [-2.062, 1.486, 7.096], [-1.922, 1.135, 4.620], [1.954, -0.710, 5.200], [1.741, -0.357, 7.611], [2.127, -0.809, 3.215], [1.678, -0.595, 0.475], [-1.733, 0.755, 2.615]], "homo_energy_ev": [-13.42, -13.41], "lumo_energy_ev": [-6.3, -6.2], "s_squared": 0.751, "relative_energy_kj_mol": 0.0, "total_charge": 2, "max_force_ev_per_a": 2.47, "total_energy_ha": -3558.10262, "multiplicity": 2}